Density functional theory data (the ωB97M-V functional and the def2-TZVPD basis) for 9 unconnected molecules or ions with the total composition C53H108N11O3.

Computed properties:
HOMO: -9.7 eV
Energy: -2910.279933 Ha
Charge: +5
E_LUMO: -8.8 eV

Last column: Löwdin charge in e.
Geometry (Å):
1 C 0.949 2.166 2.121  -0.120
2 C 0.398 2.011 0.658  -0.634
3 C 1.595 1.303 -0.045  -0.146
4 O -0.844 1.279 0.656  -0.467
5 H 1.702 2.954 2.148  0.054
6 H 1.243 1.230 2.595  0.054
7 H 0.174 2.609 2.747  0.045
8 H 0.321 2.943 0.097  0.087
9 H 1.373 1.201 -1.107  0.043
10 H 1.773 0.297 0.335  0.045
11 H 2.531 1.845 0.090  0.050
12 C -3.120 7.121 3.003  -0.051
13 C -4.181 6.298 3.729  -0.179
14 N -5.400 6.159 2.978  -0.050
15 C -5.739 5.111 2.173  0.001
16 C -7.106 5.188 1.759  0.036
17 N -7.546 6.407 2.281  -0.121
18 C -6.563 6.907 3.090  0.048
19 C -8.745 7.078 1.893  0.007
20 H -2.247 7.379 3.601  0.092
21 H -3.545 8.105 2.804  0.083
22 H -2.675 6.589 2.162  0.083
23 H -4.361 6.692 4.729  0.139
24 H -3.817 5.295 3.953  0.133
25 H -4.928 4.439 1.932  0.137
26 H -7.778 4.663 1.095  0.126
27 H -6.697 7.786 3.704  0.173
28 H -9.457 7.126 2.717  0.119
29 H -9.221 6.665 1.004  0.107
30 H -8.334 7.994 1.469  0.117
31 C 6.738 -0.022 -3.862  -0.051
32 C 7.328 -1.009 -4.935  -0.135
33 N 6.733 -2.350 -4.839  -0.048
34 C 7.007 -3.236 -3.800  0.024
35 C 6.235 -4.380 -4.064  0.015
36 N 5.661 -4.207 -5.314  -0.101
37 C 5.931 -2.949 -5.745  0.020
38 C 4.816 -5.140 -6.040  0.017
39 H 7.528 0.647 -3.520  0.085
40 H 6.345 -0.551 -2.994  0.068
41 H 5.891 0.551 -4.240  0.076
42 H 8.405 -1.011 -4.763  0.131
43 H 7.184 -0.512 -5.894  0.129
44 H 7.591 -3.035 -2.914  0.142
45 H 6.109 -5.254 -3.442  0.133
46 H 5.653 -2.559 -6.713  0.175
47 H 4.444 -5.952 -5.415  0.104
48 H 5.426 -5.593 -6.822  0.112
49 H 4.054 -4.543 -6.540  0.104
50 C -9.498 -1.441 -5.616  -0.042
51 C -8.722 -1.954 -4.370  -0.150
52 N -7.388 -1.321 -4.217  -0.054
53 C -7.251 -0.156 -3.517  0.005
54 C -5.904 0.055 -3.437  0.013
55 N -5.256 -0.902 -4.208  -0.099
56 C -6.199 -1.701 -4.678  -0.011
57 C -3.868 -0.910 -4.466  0.012
58 H -8.997 -1.862 -6.488  0.086
59 H -9.648 -0.362 -5.663  0.086
60 H -10.512 -1.808 -5.459  0.090
61 H -8.567 -3.022 -4.523  0.123
62 H -9.336 -1.811 -3.481  0.125
63 H -8.089 0.340 -3.049  0.147
64 H -5.393 0.847 -2.910  0.145
65 H -6.136 -2.633 -5.220  0.177
66 H -3.756 -1.571 -5.326  0.111
67 H -3.349 -1.285 -3.584  0.113
68 H -3.517 0.094 -4.706  0.120
69 C -4.493 -2.120 3.772  -0.044
70 C -5.884 -1.863 3.093  -0.143
71 N -6.331 -2.884 2.125  -0.025
72 C -5.534 -3.353 1.090  -0.015
73 C -6.204 -4.322 0.521  -0.058
74 N -7.435 -4.451 1.079  -0.099
75 C -7.563 -3.557 2.058  0.070
76 C -8.400 -5.448 0.668  0.026
77 H -3.687 -2.309 3.062  0.066
78 H -4.461 -2.995 4.420  0.082
79 H -4.156 -1.270 4.366  0.091
80 H -5.967 -0.925 2.544  0.126
81 H -6.604 -1.672 3.890  0.127
82 H -4.581 -2.892 0.875  0.148
83 H -5.921 -4.912 -0.339  0.140
84 H -8.398 -3.369 2.717  0.176
85 H -7.928 -6.196 0.032  0.106
86 H -9.272 -5.002 0.189  0.112
87 H -8.756 -5.951 1.567  0.114
88 C 1.016 -6.519 -0.403  -0.083
89 C 0.457 -7.904 -0.908  -0.205
90 C -1.068 -8.018 -0.702  -0.145
91 N -1.512 -9.446 -0.844  -0.233
92 C -1.228 -9.962 -2.331  0.073
93 C -0.956 -10.473 0.268  -0.032
94 C -2.021 -11.628 0.265  -0.127
95 C -3.277 -11.079 -0.305  -0.162
96 C -3.028 -9.560 -0.475  -0.092
97 H 0.708 -5.743 -1.104  0.070
98 H 2.104 -6.578 -0.417  0.074
99 H 0.662 -6.182 0.571  0.074
100 H 1.024 -8.644 -0.343  0.103
101 H 0.815 -8.020 -1.931  0.109
102 H -1.682 -7.508 -1.443  0.132
103 H -1.404 -7.670 0.275  0.128
104 H -0.209 -10.344 -2.269  0.101
105 H -1.280 -9.205 -3.114  0.104
106 H -1.905 -10.773 -2.600  0.099
107 H 0.084 -10.683 0.022  0.119
108 H -0.832 -9.880 1.174  0.130
109 H -1.640 -12.622 0.029  0.134
110 H -2.130 -11.762 1.341  0.124
111 H -3.544 -11.397 -1.313  0.111
112 H -4.246 -11.173 0.185  0.133
113 H -3.676 -9.070 -1.201  0.135
114 H -3.048 -9.086 0.507  0.125
115 C 7.187 0.955 5.124  -0.058
116 C 6.272 -0.266 4.794  -0.247
117 C 6.409 -1.324 5.822  -0.127
118 N 5.873 -2.720 5.323  -0.216
119 C 4.386 -2.495 4.912  0.025
120 C 5.931 -3.767 6.458  -0.095
121 C 6.401 -5.091 5.866  -0.144
122 C 6.503 -4.851 4.333  -0.124
123 C 6.838 -3.313 4.226  -0.049
124 H 7.291 1.607 4.257  0.086
125 H 8.155 0.502 5.340  0.075
126 H 6.916 1.488 6.035  0.089
127 H 6.594 -0.550 3.792  0.109
128 H 5.234 0.057 4.711  0.113
129 H 5.771 -1.110 6.679  0.142
130 H 7.418 -1.545 6.170  0.134
131 H 3.854 -1.831 5.593  0.112
132 H 3.747 -3.375 4.840  0.098
133 H 4.438 -2.103 3.896  0.098
134 H 4.938 -3.928 6.878  0.132
135 H 6.688 -3.447 7.173  0.135
136 H 5.672 -5.852 6.144  0.115
137 H 7.318 -5.449 6.335  0.123
138 H 5.558 -5.054 3.829  0.102
139 H 7.179 -5.506 3.782  0.116
140 H 6.634 -2.884 3.245  0.118
141 H 7.853 -3.017 4.489  0.137
142 C 1.690 7.232 -5.753  -0.091
143 C 2.481 8.243 -4.808  -0.203
144 C 1.834 8.199 -3.424  -0.103
145 N 2.365 9.339 -2.446  -0.226
146 C 3.723 8.811 -1.881  0.045
147 C 1.363 9.607 -1.229  -0.047
148 C 1.617 11.101 -0.739  -0.120
149 C 2.538 11.701 -1.769  -0.156
150 C 2.430 10.789 -2.995  -0.095
151 H 0.614 7.393 -5.690  0.069
152 H 1.797 6.185 -5.469  0.065
153 H 1.991 7.212 -6.800  0.077
154 H 2.294 9.192 -5.310  0.106
155 H 3.532 7.979 -4.926  0.110
156 H 1.779 7.253 -2.884  0.136
157 H 0.823 8.581 -3.567  0.116
158 H 3.457 7.889 -1.364  0.103
159 H 4.199 9.501 -1.184  0.109
160 H 4.444 8.737 -2.695  0.103
161 H 1.739 8.870 -0.520  0.116
162 H 0.330 9.462 -1.548  0.119
163 H 2.217 10.916 0.152  0.124
164 H 0.711 11.691 -0.602  0.123
165 H 3.576 11.636 -1.443  0.118
166 H 2.243 12.726 -1.995  0.133
167 H 3.256 10.810 -3.706  0.131
168 H 1.480 10.939 -3.509  0.136
169 C 5.548 7.779 4.800  -0.087
170 C 5.392 9.255 4.800  -0.803
171 O 5.781 9.907 3.759  -0.161
172 O 4.755 9.774 5.761  -0.115
173 H 6.015 7.552 5.758  0.058
174 H 6.293 7.415 4.093  0.052
175 H 4.575 7.289 4.826  0.057

---

Density functional theory data (the ωB97M-V functional and the def2-TZVPD basis) for 9 unconnected molecules or ions with the total composition C53H125N11O13.

Computed properties:
HOMO: -7.7 eV
Energy: -3674.227595 Ha
SMILES: CC1(C)CCCC(C)(C)N1O.CC1(C)CCCC(C)(C)N1O.CC1(C)CCCC(C)(C)N1O.COCCNCCOC.COCCNCCOC.COCCNCCOC.COCCNCCOC.NC(N)=O.NC(N)=O
Charge: 0
E_LUMO: 0.4 eV

Last column: Löwdin charge in e.
Geometry (Å):
1 C -8.846 -15.621 -14.498  -0.065
2 O -10.296 -15.633 -14.494  -0.195
3 C -10.943 -14.810 -15.413  -0.245
4 C -12.465 -14.935 -15.290  -0.162
5 N -13.036 -14.068 -14.212  -0.072
6 C -14.312 -14.496 -13.552  -0.158
7 C -15.471 -14.359 -14.625  -0.224
8 O -15.749 -13.095 -15.168  -0.208
9 C -16.179 -12.065 -14.205  -0.034
10 H -8.483 -16.226 -15.329  0.082
11 H -8.352 -16.112 -13.660  0.081
12 H -8.588 -14.562 -14.474  0.079
13 H -10.756 -15.047 -16.460  0.116
14 H -10.484 -13.822 -15.358  0.113
15 H -12.768 -15.975 -15.163  0.105
16 H -12.862 -14.554 -16.231  0.094
17 H -12.313 -14.108 -13.508  0.101
18 H -14.432 -13.956 -12.612  0.103
19 H -14.353 -15.506 -13.145  0.097
20 H -16.337 -14.743 -14.086  0.103
21 H -15.415 -15.237 -15.269  0.107
22 H -15.458 -11.998 -13.391  0.076
23 H -17.095 -12.482 -13.787  0.074
24 H -16.272 -11.032 -14.540  0.081
25 C -18.482 -17.337 -24.104  -0.070
26 O -18.352 -17.622 -22.684  -0.195
27 C -17.726 -18.791 -22.336  -0.237
28 C -17.728 -18.996 -20.739  -0.184
29 N -16.796 -18.082 -20.111  -0.083
30 C -17.031 -17.845 -18.643  -0.197
31 C -17.382 -16.380 -18.345  -0.154
32 O -16.400 -15.423 -18.944  -0.194
33 C -15.111 -15.536 -18.445  -0.137
34 H -18.957 -16.391 -24.364  0.088
35 H -18.893 -18.209 -24.613  0.080
36 H -17.505 -17.283 -24.582  0.078
37 H -16.658 -18.714 -22.542  0.113
38 H -18.098 -19.641 -22.908  0.113
39 H -17.438 -19.974 -20.358  0.115
40 H -18.676 -18.636 -20.339  0.103
41 H -16.987 -17.178 -20.519  0.084
42 H -16.034 -18.068 -18.263  0.095
43 H -17.887 -18.392 -18.247  0.113
44 H -17.453 -16.248 -17.265  0.110
45 H -18.317 -16.253 -18.890  0.120
46 H -15.032 -16.185 -17.573  0.074
47 H -14.825 -14.539 -18.110  0.061
48 H -14.407 -15.819 -19.227  0.093
49 C -14.770 -20.721 -13.511  -0.118
50 O -13.517 -20.528 -14.124  -0.185
51 C -13.641 -20.133 -15.501  -0.215
52 C -12.577 -19.067 -15.635  -0.223
53 N -12.242 -18.534 -16.933  -0.059
54 C -11.737 -19.562 -17.870  -0.168
55 C -10.936 -18.843 -19.047  -0.229
56 O -9.947 -18.081 -18.487  -0.221
57 C -8.881 -17.476 -19.230  -0.075
58 H -14.483 -21.544 -12.857  0.077
59 H -15.587 -21.151 -14.089  0.093
60 H -14.926 -19.983 -12.724  0.074
61 H -14.520 -19.711 -15.988  0.121
62 H -13.476 -21.064 -16.044  0.118
63 H -11.626 -19.506 -15.334  0.118
64 H -12.808 -18.259 -14.940  0.112
65 H -11.377 -18.012 -16.934  0.082
66 H -12.562 -20.160 -18.257  0.114
67 H -10.897 -20.130 -17.468  0.113
68 H -11.571 -18.114 -19.552  0.116
69 H -10.469 -19.457 -19.817  0.119
70 H -8.196 -16.822 -18.690  0.057
71 H -9.238 -16.945 -20.112  0.088
72 H -8.146 -18.185 -19.612  0.082
73 C -6.447 -17.010 -24.478  -0.094
74 O -5.381 -16.515 -23.592  -0.195
75 C -6.048 -15.735 -22.543  -0.188
76 C -4.977 -15.305 -21.483  -0.183
77 N -5.380 -14.426 -20.386  -0.087
78 C -5.583 -15.098 -19.214  -0.271
79 C -6.434 -14.393 -18.159  -0.173
80 O -5.675 -13.741 -17.132  -0.209
81 C -4.707 -12.902 -17.740  -0.114
82 H -6.994 -16.292 -25.089  0.080
83 H -7.173 -17.532 -23.855  0.075
84 H -5.960 -17.661 -25.204  0.083
85 H -6.756 -16.423 -22.081  0.103
86 H -6.472 -14.807 -22.927  0.119
87 H -4.125 -14.945 -22.061  0.112
88 H -4.552 -16.168 -20.971  0.114
89 H -5.998 -13.707 -20.734  0.124
90 H -4.712 -15.602 -18.796  0.138
91 H -6.235 -15.892 -19.578  0.097
92 H -7.058 -15.084 -17.592  0.107
93 H -7.078 -13.675 -18.666  0.125
94 H -5.235 -12.152 -18.329  0.100
95 H -3.783 -13.351 -18.105  0.092
96 H -4.201 -12.454 -16.885  0.083
97 C -19.563 -14.062 -15.178  -0.027
98 C -21.068 -14.153 -15.374  -0.487
99 C -21.687 -15.621 -15.416  -0.123
100 C -21.641 -16.269 -14.086  -0.253
101 C -22.326 -15.523 -13.034  -0.122
102 C -21.821 -13.975 -12.834  -0.448
103 N -21.734 -13.463 -14.205  -0.158
104 O -21.764 -12.125 -14.306  -0.020
105 C -22.976 -13.208 -12.063  -0.035
106 C -20.533 -13.824 -12.012  -0.027
107 C -21.397 -13.544 -16.643  -0.071
108 H -19.139 -13.109 -14.858  0.082
109 H -19.089 -14.148 -16.156  0.075
110 H -19.280 -15.000 -14.702  0.074
111 H -22.749 -15.512 -15.634  0.122
112 H -21.294 -16.246 -16.218  0.121
113 H -20.665 -16.660 -13.801  0.116
114 H -22.239 -17.167 -14.242  0.115
115 H -22.033 -15.899 -12.054  0.112
116 H -23.393 -15.617 -13.235  0.121
117 H -22.598 -12.313 -11.568  0.073
118 H -23.886 -13.070 -12.647  0.080
119 H -23.273 -13.807 -11.202  0.073
120 H -20.676 -14.274 -11.029  0.081
121 H -19.789 -14.396 -12.565  0.066
122 H -20.387 -12.747 -11.929  0.085
123 H -21.284 -14.204 -17.504  0.095
124 H -20.867 -12.647 -16.964  0.088
125 H -22.452 -13.278 -16.577  0.094
126 H -22.656 -11.848 -14.528  0.108
127 C -1.233 -14.301 -15.199  -0.022
128 C -2.073 -14.886 -13.943  -0.465
129 C -1.417 -14.180 -12.674  -0.131
130 C -2.248 -14.408 -11.388  -0.182
131 C -3.741 -14.016 -11.521  -0.146
132 C -4.438 -14.651 -12.736  -0.442
133 N -3.525 -14.622 -13.954  -0.042
134 O -4.229 -15.331 -15.047  -0.030
135 C -4.719 -16.161 -12.267  -0.018
136 C -5.787 -13.922 -12.945  -0.039
137 C -1.637 -16.337 -13.729  -0.067
138 H -0.169 -14.385 -14.975  0.072
139 H -1.578 -13.326 -15.543  0.072
140 H -1.354 -15.024 -16.006  0.067
141 H -0.457 -14.684 -12.559  0.107
142 H -1.247 -13.126 -12.896  0.112
143 H -1.748 -13.848 -10.598  0.100
144 H -2.058 -15.355 -10.884  0.100
145 H -3.720 -12.934 -11.652  0.112
146 H -4.313 -14.095 -10.597  0.117
147 H -5.034 -16.314 -11.235  0.079
148 H -5.362 -16.817 -12.855  0.068
149 H -3.782 -16.631 -12.565  0.046
150 H -6.448 -13.897 -12.078  0.088
151 H -5.658 -12.904 -13.313  0.080
152 H -6.338 -14.326 -13.794  0.049
153 H -2.341 -17.046 -14.166  0.082
154 H -1.732 -16.654 -12.691  0.063
155 H -0.572 -16.419 -13.949  0.086
156 H -4.397 -14.692 -15.743  0.050
157 C -21.437 -8.364 -16.465  -0.024
158 C -19.971 -8.285 -15.870  -0.465
159 C -19.005 -8.575 -17.078  -0.139
160 C -17.519 -8.321 -16.810  -0.145
161 C -17.432 -6.834 -16.328  -0.147
162 C -18.334 -6.419 -15.203  -0.480
163 N -19.726 -6.882 -15.554  -0.127
164 O -20.755 -6.353 -14.788  -0.023
165 C -17.833 -6.883 -13.776  -0.016
166 C -18.332 -4.882 -15.189  -0.048
167 C -19.802 -9.337 -14.754  -0.025
168 H -22.173 -8.708 -15.739  0.073
169 H -21.419 -9.111 -17.259  0.072
170 H -21.813 -7.453 -16.930  0.076
171 H -19.133 -9.633 -17.308  0.107
172 H -19.464 -7.982 -17.869  0.116
173 H -16.838 -8.529 -17.635  0.109
174 H -17.147 -9.008 -16.050  0.090
175 H -17.661 -6.176 -17.166  0.114
176 H -16.376 -6.666 -16.114  0.121
177 H -18.691 -6.671 -13.139  0.084
178 H -17.538 -7.919 -13.611  0.055
179 H -16.898 -6.359 -13.574  0.078
180 H -18.624 -4.376 -16.109  0.083
181 H -19.164 -4.653 -14.522  0.072
182 H -17.448 -4.351 -14.836  0.088
183 H -18.842 -9.234 -14.248  0.043
184 H -19.815 -10.377 -15.080  0.068
185 H -20.458 -9.243 -13.890  0.085
186 H -21.187 -5.739 -15.387  0.103
187 C -13.590 -17.813 -10.236  -0.771
188 O -14.087 -17.707 -11.344  0.033
189 N -12.588 -18.627 -9.992  0.147
190 N -13.801 -17.147 -9.129  0.156
191 H -12.233 -18.828 -9.068  0.110
192 H -12.366 -19.147 -10.828  0.121
193 H -14.584 -16.510 -9.167  0.121
194 H -13.499 -17.684 -8.328  0.107
195 C -12.756 -11.353 -16.985  -0.723
196 O -12.320 -10.319 -17.537  -0.025
197 N -12.457 -11.678 -15.731  0.160
198 N -13.713 -12.101 -17.484  0.167
199 H -13.018 -12.274 -15.139  0.055
200 H -11.844 -11.046 -15.237  0.112
201 H -14.291 -12.611 -16.831  0.068
202 H -13.988 -11.987 -18.449  0.118

---

- Which of these has the highest charge?
  C53H108N11O3

---

- Number 2 is which compound?
  C53H125N11O13